(1)
16
Properties=species:S:1:pos:R:3 method="wB97M-V/def2-TZVPD" smiles="C[C@@H](O)CNC=O" e_above_lowest_kj_mol=86.22 homo_ev=-9.9
C 2.229 -0.182 -0.031
C 0.717 -0.340 -0.213
O 0.332 -1.376 0.650
C -0.079 0.937 0.117
N -1.548 0.780 0.166
C -2.355 -0.253 -0.157
O -2.033 -1.374 -0.522
H 2.700 0.507 -0.741
H 2.668 -1.175 -0.179
H 2.474 0.129 0.991
H 0.521 -0.608 -1.264
H -0.532 -1.671 0.307
H 0.249 1.298 1.099
H 0.137 1.723 -0.618
H -2.055 1.601 0.460
H -3.425 0.005 -0.064



(2)
16
Properties=species:S:1:pos:R:3 method="wB97M-V/def2-TZVPD" smiles="C[C@H](CO)NC=O" e_above_lowest_kj_mol=153.75 homo_ev=-9.7
C -0.378 1.596 0.470
C -0.478 0.110 0.062
C 0.408 -0.742 1.023
O 0.257 -0.310 2.368
N 0.029 0.056 -1.316
C 0.345 -1.099 -1.968
O 0.628 -2.162 -1.445
H -0.826 2.128 -0.377
H -0.962 1.938 1.320
H 0.665 1.872 0.543
H -1.531 -0.176 0.108
H 1.437 -0.525 0.729
H 0.292 -1.792 0.763
H -0.610 -0.632 2.598
H 0.343 0.874 -1.811
H 0.381 -1.132 -3.067



(3)
16
Properties=species:S:1:pos:R:3 method="wB97M-V/def2-TZVPD" smiles="NC(=O)CCCO" e_above_lowest_kj_mol=56.92 homo_ev=-9.4
N 1.385 0.439 1.367
C 1.331 -0.828 0.900
O 2.150 -1.663 1.252
C 0.244 -1.203 -0.107
C -1.111 -0.477 -0.119
C -1.165 0.785 -0.969
O -0.368 1.812 -0.385
H 2.118 0.644 2.029
H 0.749 1.158 1.058
H 0.702 -1.130 -1.104
H 0.096 -2.271 0.075
H -1.845 -1.176 -0.538
H -1.460 -0.246 0.896
H -0.818 0.555 -1.987
H -2.200 1.145 -1.052
H 0.145 2.250 -1.074



(4)
16
Properties=species:S:1:pos:R:3 method="wB97M-V/def2-TZVPD" smiles="CNCOCC=O" e_above_lowest_kj_mol=251.25 homo_ev=-9.1
C 2.030 -0.503 -0.968
N 0.870 0.320 -0.671
C 0.548 0.360 0.728
O -0.468 1.289 1.031
C -1.719 0.925 0.480
C -1.865 -0.589 0.295
O -1.614 -1.126 -0.762
H 1.899 -1.579 -0.749
H 2.276 -0.400 -2.029
H 2.893 -0.148 -0.393
H 0.070 -0.053 -1.180
H 1.438 0.647 1.299
H 0.186 -0.619 1.113
H -2.486 1.305 1.165
H -1.851 1.369 -0.515
H -2.206 -1.198 1.154



Calculated total energy: -9879.167, -9878.467, -9879.471, -9877.457 (eV)